DFT (ωB97M-V/def2-TZVPD) results for one molecule with the formula C5H8O.

The geometry in XYZ format:
```
14
C5H8O | the Open Molecules 2025 dataset | ωB97M-V/def2-TZVPD
C 1.7055 -0.6400 0.1911
C 0.5078 0.2778 -0.0621
C -0.6031 -0.0768 -1.0589
C -1.6263 0.3040 0.0491
C -0.4547 0.5784 1.0206
O -0.2736 0.9415 2.1562
H 2.3912 -0.2128 0.9218
H 1.3322 -1.5808 0.6392
H 2.2593 -0.9384 -0.7082
H 0.4183 1.4460 -0.0873
H -0.5716 0.5370 -1.9664
H -0.6474 -1.1257 -1.3778
H -2.3787 1.0610 -0.1688
H -2.0844 -0.5957 0.4634
```

Computed properties:
charge = 0
ΔE to the lowest compared entry with this formula, charge and spin = 175.3 kJ/mol
SMILES = C[C@H]1CCC1=O
E_LUMO = 0.0348 hartree
energy = -270.49111 Eh

natural (NBO) atomic charge list, values in e, 8 entries:
1. C -0.62
2. C -0.29
3. C -0.40
4. C -0.52
5. C 0.58
6. O -0.55
7. H 0.23
8. H 0.22

***

DFT (ωB97M-V/def2-TZVPD) results for a 11-piece molecular cluster, C44H85N3O16 overall.

The geometry in XYZ format:
```
148
C44H85N3O16 | the Open Molecules 2025 dataset | ωB97M-V/def2-TZVPD
C -0.5342 -1.9816 -9.4155
C -1.3910 -3.0722 -8.8098
O -2.6247 -2.5641 -8.2298
C -2.6918 -2.1499 -6.9900
C -4.0826 -1.8239 -6.4416
O -1.6661 -1.9410 -6.2711
H -1.1379 -1.2384 -9.9364
H -0.0201 -2.3721 -10.2937
H 0.1900 -1.5736 -8.7103
H -1.6422 -3.7865 -9.5939
H -0.8184 -3.5707 -8.0277
H -4.5638 -2.7282 -6.0689
H -4.7375 -1.3389 -7.1654
H -4.0017 -1.1972 -5.5535
C 4.8247 0.6424 -5.4177
C 5.0373 2.1429 -5.6543
O 4.4227 2.3762 -6.8858
C 4.5003 3.5885 -7.4484
C 3.4685 3.7384 -8.5271
O 5.2974 4.5189 -7.0872
H 3.7711 0.4522 -5.6224
H 5.1011 0.3004 -4.4203
H 5.4605 0.0820 -6.1031
H 4.5146 2.6870 -4.8677
H 6.0977 2.3948 -5.6687
H 3.3599 4.8112 -8.6868
H 2.5165 3.2853 -8.2504
H 3.9089 3.2230 -9.3806
C 5.4002 1.4955 5.7860
C 4.2043 1.6388 6.7213
O 4.4930 0.9625 7.9103
C 3.8977 1.2772 9.1198
C 4.2393 0.3713 10.2624
O 3.0734 2.1838 9.3616
H 5.5984 0.4546 5.5303
H 6.2555 1.9891 6.2476
H 5.3503 2.0482 4.8479
H 4.0755 2.7167 6.8192
H 3.2367 1.2491 6.4051
H 3.3870 0.0578 10.8652
H 4.9767 0.8553 10.9027
H 4.6335 -0.5818 9.9097
C 4.3873 -3.8221 0.5824
C 3.9309 -5.1437 0.0396
O 3.1093 -4.8868 -1.0574
C 2.4289 -5.8917 -1.6279
C 1.4266 -5.4154 -2.6678
O 2.4892 -7.1000 -1.3118
H 3.5420 -3.2513 0.9668
H 5.0209 -3.2827 -0.1217
H 5.0364 -4.0683 1.4227
H 4.7933 -5.7868 -0.1359
H 3.3382 -5.6304 0.8142
H 1.1460 -6.1625 -3.4102
H 1.8899 -4.6642 -3.3075
H 0.5338 -5.0952 -2.1308
C 7.5996 7.3908 -1.7956
C 7.9363 6.7158 -0.4069
O 9.3397 6.4381 -0.4305
C 10.1571 7.3029 0.1037
C 11.6285 6.8325 0.2057
O 9.8374 8.3788 0.5562
H 8.2388 8.2580 -1.9616
H 6.5901 7.8012 -1.8203
H 7.8010 6.8590 -2.7255
H 7.6120 7.2128 0.5074
H 7.5683 5.6899 -0.3917
H 11.6459 5.7438 0.1550
H 12.0796 7.1536 1.1446
H 12.3017 7.1036 -0.6076
C -0.3781 -3.7808 10.3542
C -1.4603 -4.3135 9.4119
O -2.0291 -3.3119 8.5895
C -1.4651 -2.8252 7.5025
C -2.2773 -1.6717 6.9001
O -0.4335 -3.2220 6.9441
H 0.5620 -3.5023 9.8780
H -0.1353 -4.5656 11.0707
H -0.6831 -2.9101 10.9347
H -1.1535 -5.1729 8.8157
H -2.3218 -4.6569 9.9845
H -1.7366 -1.0411 6.1944
H -2.6709 -1.1353 7.7635
H -3.0581 -2.1772 6.3319
C -5.4756 -6.6623 6.5538
C -4.5019 -7.6136 5.9568
O -3.9939 -7.1316 4.7187
C -2.7513 -7.6162 4.2663
C -2.2930 -7.0604 3.0025
O -2.0438 -8.3124 4.9846
H -5.5393 -6.7333 7.6396
H -6.4634 -6.7984 6.1134
H -5.1285 -5.6529 6.3332
H -3.6155 -7.6741 6.5882
H -5.0310 -8.5564 5.8176
H -1.2643 -7.3290 2.7620
H -2.4861 -6.0044 2.8139
H -2.9297 -7.5683 2.2782
C 0.3138 6.6267 -2.6248
C 0.0773 7.9224 -3.4508
O 1.1758 8.1563 -4.2628
C 1.0869 9.1731 -5.1462
C 2.3973 9.2312 -6.0347
O 0.0955 9.9178 -5.3510
H 0.5189 7.0611 -1.6464
H 1.2199 6.1357 -2.9799
H -0.5127 5.9164 -2.6472
H -0.7601 7.7097 -4.1154
H -0.0983 8.7711 -2.7898
H 3.3338 9.0909 -5.4950
H 2.4880 10.2274 -6.4676
H 2.4254 8.4473 -6.7915
C -2.3503 -1.4506 -0.3487
C -0.9655 -0.9864 -0.0156
C -0.0853 -0.3734 -1.0911
C 1.0327 0.4676 -0.6914
N 1.9398 1.1225 -0.3380
H -2.4637 -1.9967 -1.2852
H -2.9732 -0.5566 -0.3784
H -2.6417 -2.1953 0.3920
H -0.3847 -1.8170 0.3856
H -1.1088 -0.3286 0.8417
H -0.7292 0.1947 -1.7624
H 0.3372 -1.1334 -1.7483
C -8.7185 6.4918 -0.0987
C -7.3761 7.0515 -0.6159
C -6.9788 6.4336 -1.9601
C -6.5357 5.0755 -1.8711
N -6.1240 3.9893 -1.8335
H -8.9421 6.8461 0.9076
H -8.7542 5.4045 -0.0301
H -9.4543 6.8869 -0.7992
H -6.6535 6.9023 0.1864
H -7.4545 8.1155 -0.8389
H -6.0326 6.9381 -2.1559
H -7.6264 6.6735 -2.8034
C -7.8634 -6.0018 -0.2431
C -8.7484 -7.2945 -0.4038
C -9.8989 -7.3971 0.7305
C -10.7725 -8.6084 0.5558
N -11.4629 -9.5241 0.4753
H -7.4412 -5.9335 0.7595
H -8.4112 -5.0728 -0.4010
H -6.9648 -6.0395 -0.8588
H -8.0405 -8.1122 -0.2682
H -9.1685 -7.4167 -1.4021
H -10.5246 -6.5118 0.8435
H -9.4521 -7.5326 1.7155
```

Computed properties:
charge = 0
SMILES = CCOC(C)=O.CCOC(C)=O.CCOC(C)=O.CCOC(C)=O.CCOC(C)=O.CCOC(C)=O.CCOC(C)=O.CCOC(C)=O.CCCC#N.CCCC#N.CCCC#N
E_LUMO = 0.0008 hartree
energy = -3095.53992 Eh

Mulliken atomic charge list, values in e, 8 entries:
1. C -1.11
2. C -0.18
3. O -0.36
4. C 0.78
5. C -1.00
6. O -0.60
7. H 0.32
8. H 0.37

***

DFT (ωB97M-V/def2-TZVPD) results for a 5-piece molecular cluster, C26H25BN4O12S overall.

The geometry in XYZ format:
```
69
C26H25BN4O12S | the Open Molecules 2025 dataset | ωB97M-V/def2-TZVPD
O -3.3975 4.6002 -5.2142
N -3.8833 3.8766 -4.3320
O -5.0753 3.5419 -4.2769
C -2.9861 3.3873 -3.2784
C -1.6382 3.7717 -3.2807
C -0.7951 3.3227 -2.2623
C -1.2938 2.4947 -1.2554
C -2.6342 2.1049 -1.2614
C -3.4876 2.5499 -2.2731
H -1.2342 4.4166 -4.0581
H 0.2511 3.6209 -2.2516
H -0.6339 2.1517 -0.4603
H -3.0146 1.4570 -0.4749
H -4.5304 2.2398 -2.2618
O 4.7021 -1.4372 3.7705
N 4.1740 -0.7588 4.6642
O 3.7317 0.3880 4.5055
C 4.0703 -1.3528 6.0024
C 4.5913 -2.6330 6.2359
C 4.5113 -3.1829 7.5167
C 3.9128 -2.4623 8.5514
C 3.3854 -1.1919 8.3136
C 3.4620 -0.6303 7.0375
H 5.0608 -3.2073 5.4403
H 4.9187 -4.1731 7.7096
H 3.8579 -2.8929 9.5498
H 2.9179 -0.6377 9.1245
H 3.0491 0.3622 6.8691
O -11.5880 2.2919 -8.5283
N -11.2903 1.9920 -7.3624
O -12.0391 1.3892 -6.5801
C -9.9621 2.3820 -6.8742
C -9.0969 3.0981 -7.7128
C -7.8443 3.4874 -7.2346
C -7.4595 3.1600 -5.9335
C -8.3190 2.4377 -5.1039
C -9.5754 2.0453 -5.5701
H -9.3819 3.3611 -8.7292
H -7.1683 4.0493 -7.8756
H -6.4840 3.4706 -5.5631
H -8.0108 2.1838 -4.0921
H -10.2349 1.4856 -4.9102
O 6.0925 -5.1349 3.2190
N 6.5729 -5.5572 2.1567
O 6.7263 -6.7564 1.8839
C 6.9930 -4.5691 1.1559
C 6.8724 -3.2013 1.4377
C 7.2962 -2.2660 0.4916
C 7.8305 -2.6942 -0.7247
C 7.9397 -4.0569 -1.0070
C 7.5219 -5.0016 -0.0675
H 6.4584 -2.8515 2.3809
H 7.2130 -1.2023 0.7037
H 8.1648 -1.9612 -1.4570
H 8.3544 -4.3826 -1.9584
H 7.6166 -6.0599 -0.3013
C 1.8068 -0.6682 2.3187
B 1.1006 0.8367 2.0949
O 1.7329 1.6947 1.0321
O -0.0352 1.3498 2.8858
C -1.2636 0.5671 2.6786
O -1.8427 0.0612 3.8029
O -1.9370 0.3227 1.3868
S -2.2538 -1.3762 1.1936
H 2.9621 -0.4274 2.4946
H 1.4312 -1.1914 3.3165
H 1.6356 -1.3699 1.3822
H 2.4988 1.1796 0.5967
H -1.0260 -1.8433 0.6234
```

Computed properties:
charge = 0
SMILES = O=[N+]([O-])c1ccccc1.O=[N+]([O-])c1ccccc1.O=[N+]([O-])c1ccccc1.O=[N+]([O-])c1ccccc1.CB(O)OC(=O)OS
E_LUMO = -0.0430 hartree
energy = -2550.29298 Eh

natural (NBO) atomic charge list, values in e, 8 entries:
1. O -0.37
2. N 0.51
3. O -0.40
4. C 0.08
5. C -0.20
6. C -0.21
7. C -0.18
8. C -0.20

***

DFT (ωB97M-V/def2-TZVPD) results for C4H8N2S2 as an isolated structure.

The geometry in XYZ format:
```
16
C4H8N2S2 | the Open Molecules 2025 dataset | ωB97M-V/def2-TZVPD
C -0.5388 -0.3065 1.5608
C -0.0360 -0.0971 -0.8466
C 0.6406 1.3555 -0.8436
C 1.1558 0.0879 -1.8184
H -1.9886 0.8890 2.1605
H -1.5515 1.2547 0.4707
H -0.0846 -2.9906 1.4287
H -1.0996 -0.1816 -1.3525
H 1.3284 1.8964 -0.0775
H -0.0106 1.8710 -1.5235
H 2.1100 -0.5688 -1.5309
H 0.9491 0.2123 -2.8919
N -1.3189 0.6923 1.2991
N 0.0119 -0.8124 0.4055
S -0.7924 -1.2530 2.9024
S 1.2252 -2.0491 0.6571
```

Computed properties:
charge = 0
ΔE to the lowest compared entry with this formula, charge and spin = 422.3 kJ/mol
E_LUMO = 0.0124 hartree
energy = -1062.93487 Eh

natural (NBO) atomic charge list, values in e, 8 entries:
1. C 0.27
2. C -0.07
3. C -0.47
4. C -0.42
5. H 0.42
6. H 0.43
7. H 0.18
8. H 0.21

***

Q: Which gap between HOMO and LUMO values were calculated for the entries above? A: 10.006, 10.122, 8.553, 8.406, in eV.